one.
A structure of composition C6H13N3, computed with wB97M-V/def2-TZVPD.

## Properties
HOMO	-0.30673	Ha
molecular weight	127.2	g mol⁻¹
E_LUMO	0.582	eV
frontier orbital gap	8.9	eV

Last column: natural (NBO) charge in e.
CARTESIAN COORDINATES (ANGSTROEM)
C (-0.985, 1.183, 0.503)  -0.659
C (-0.052, 0.023, 1.050)  0.065
C (0.637, 0.591, 2.388)  -0.668
C (0.956, -0.153, -0.125)  0.236
C (2.337, -0.246, 0.195)  -0.522
C (-0.708, 0.097, -2.037)  0.270
H (-1.509, 0.748, -0.478)  0.237
H (-0.739, 2.325, 0.138)  0.241
H (-1.880, 1.246, 1.083)  0.209
H (1.295, 1.478, 2.325)  0.237
H (1.309, 0.005, 2.983)  0.218
H (0.038, 0.618, 3.289)  0.227
H (-0.184, -2.059, 1.017)  0.386
H (-2.043, -1.558, 1.114)  0.380
H (3.180, -0.439, -0.371)  0.202
H (2.491, -0.418, 1.263)  0.204
H (1.423, 0.398, -1.819)  0.411
H (-0.372, 0.600, -2.905)  0.157
H (-1.976, -1.210, -1.121)  0.352
N (-0.761, -1.240, 0.864)  -0.879
N (0.560, 0.253, -1.409)  -0.648
N (-1.819, -0.542, -2.077)  -0.655

---

two.
A structure of composition C6H13N3, computed with wB97M-V/def2-TZVPD.

## Properties
HOMO	-0.26588	Ha
molecular weight	127.2	g mol⁻¹
E_LUMO	1.053	eV
frontier orbital gap	8.3	eV

Last column: natural (NBO) charge in e.
CARTESIAN COORDINATES (ANGSTROEM)
C (2.652, -0.465, 0.211)  0.350
C (-2.462, -0.610, -1.188)  -0.619
C (-3.193, 0.199, 1.157)  -0.658
C (-1.467, 1.340, -0.362)  -0.410
C (1.666, -1.320, 0.474)  -0.637
C (-2.312, 0.385, -0.069)  0.020
N (2.752, 0.865, 0.003)  -0.451
N (3.969, -0.537, -0.248)  -0.481
N (4.197, 0.827, 0.053)  -0.295
H (-3.438, -0.720, -1.441)  0.199
H (-1.912, -0.408, -2.093)  0.209
H (-2.136, -1.498, -0.850)  0.208
H (-2.651, -0.158, 2.067)  0.227
H (-3.739, 1.126, 1.449)  0.230
H (-3.992, -0.627, 1.011)  0.217
H (-1.009, 2.046, 0.397)  0.182
H (2.296, 1.637, 0.455)  0.385
H (-1.124, 1.450, -1.367)  0.195
H (0.776, -1.072, 0.838)  0.206
H (1.706, -2.330, 0.350)  0.207
H (4.647, -1.272, -0.081)  0.380
H (4.774, 1.142, -0.766)  0.337

---

The structure with the least stability is one.

---

one.
An isolated molecule of C6H13N3, computed with wB97M-V/def2-TZVPD.

## Properties
HOMO	-0.30418	Ha
molecular weight	127.2	g mol⁻¹
E_LUMO	1.007	eV
frontier orbital gap	9.3	eV

Last column: natural (NBO) charge in e.
CARTESIAN COORDINATES (ANGSTROEM)
C (-1.304, -2.054, 0.312)  -0.626
C (-0.358, -0.912, 0.594)  0.128
N (0.343, -1.103, 1.841)  -0.873
C (-1.169, 0.536, 0.523)  -0.409
C (-0.046, 1.653, -0.206)  -0.021
N (-0.452, 1.998, -1.530)  -0.854
C (1.071, 0.681, -0.120)  -0.129
N (1.962, -0.179, -0.902)  -0.554
C (0.545, -0.555, -0.621)  -0.127
H (-0.763, -3.036, 0.480)  0.214
H (-1.735, -2.126, -0.753)  0.212
H (-2.201, -2.019, 1.018)  0.201
H (1.039, -1.842, 1.919)  0.383
H (-0.320, -1.128, 2.637)  0.364
H (-2.002, 0.379, -0.254)  0.202
H (-1.571, 0.794, 1.502)  0.208
H (0.064, 2.493, 0.438)  0.172
H (0.149, 2.779, -1.774)  0.368
H (-1.469, 2.211, -1.449)  0.366
H (1.432, 0.750, 0.899)  0.215
H (2.051, 0.041, -1.918)  0.363
H (-0.086, -0.400, -1.499)  0.197

---

two.
A structure of composition C6H13N3, computed with wB97M-V/def2-TZVPD.

## Properties
HOMO (spin up / spin down)	-0.28529 / -0.28527	Ha
molecular weight	127.2	g mol⁻¹
E_LUMO (spin up / spin down)	-0.088 / -0.088	eV
frontier orbital gap (spin up / spin down)	7.7 / 7.7	eV

Last column: natural (NBO) charge in e.
CARTESIAN COORDINATES (ANGSTROEM)
C (-1.030, -0.054, 0.560)  -0.242
C (-2.399, -0.407, -0.008)  -0.623
C (-0.909, 1.389, 1.014)  -0.641
C (-0.006, -0.091, -1.054)  0.186
N (-0.032, -1.065, -1.871)  -0.791
H (-0.892, -0.701, 1.430)  0.193
H (0.307, -1.947, -1.488)  0.318
H (-0.294, 0.885, -1.435)  0.148
H (-1.181, 2.079, 0.211)  0.200
H (-3.174, -0.304, 0.757)  0.202
H (-2.419, -1.441, -0.354)  0.218
H (-2.652, 0.230, -0.856)  0.207
H (-1.570, 1.598, 1.860)  0.210
H (0.112, 1.637, 1.306)  0.215
C (2.654, 0.705, -1.259)  -0.041
C (1.338, -1.151, 1.211)  -0.042
N (1.775, 0.260, -0.447)  -0.189
N (2.026, -0.138, 0.789)  -0.277
H (2.312, 1.203, -2.153)  0.201
H (0.987, -1.955, 0.569)  0.173
H (1.335, -1.313, 2.280)  0.192
H (3.713, 0.581, -1.063)  0.181

---

The structure with the least stability is two.

---

one.
An isolated molecule of C6H13N3, computed with wB97M-V/def2-TZVPD.

## Properties
HOMO	-0.29959	Ha
molecular weight	127.2	g mol⁻¹
E_LUMO	0.811	eV
frontier orbital gap	9.0	eV

Last column: natural (NBO) charge in e.
CARTESIAN COORDINATES (ANGSTROEM)
H (2.467, -0.966, 0.904)  0.333
N (1.757, -1.615, 1.531)  -0.745
C (0.521, -1.416, 1.202)  0.438
N (-0.386, -2.384, 1.674)  -0.855
C (-0.318, -0.274, 0.545)  -0.204
C (-1.737, 0.002, 0.869)  -0.643
C (0.217, -0.008, -0.714)  0.261
N (1.361, -0.792, -1.275)  -0.842
C (-0.233, 1.147, -1.520)  -0.469
C (0.192, 2.453, -1.046)  -0.585
H (0.243, -3.117, 2.220)  0.408
H (-1.403, -2.008, 2.092)  0.396
H (-2.387, -0.485, -0.062)  0.230
H (-2.125, -0.511, 1.949)  0.213
H (-1.770, 1.164, 0.805)  0.243
H (2.091, -0.157, -1.620)  0.363
H (1.848, -1.555, -0.780)  0.401
H (-1.390, 1.085, -1.530)  0.215
H (0.127, 1.059, -2.580)  0.223
H (-0.229, 3.266, -1.647)  0.217
H (-0.086, 2.695, 0.072)  0.201
H (1.242, 2.417, -1.090)  0.202

---

two.
An isolated molecule of C6H13N3, computed with wB97M-V/def2-TZVPD.

## Properties
HOMO	-0.31708	Ha
molecular weight	127.2	g mol⁻¹
E_LUMO	1.254	eV
frontier orbital gap	9.9	eV

Last column: natural (NBO) charge in e.
CARTESIAN COORDINATES (ANGSTROEM)
C (-1.780, 0.783, 2.274)  -0.612
C (-1.960, 0.453, 0.868)  -0.416
C (-0.624, -0.022, 0.364)  -0.227
C (-0.493, -0.637, -1.005)  -0.208
C (0.313, -1.855, -1.410)  -0.621
C (0.094, 0.745, -0.731)  -0.105
N (1.439, 0.977, -0.777)  -0.275
N (2.287, 0.112, -0.355)  -0.020
N (3.543, 0.368, -0.689)  -0.602
H (-0.662, 1.089, 2.454)  0.209
H (-2.134, -0.077, 2.921)  0.215
H (-2.433, 1.562, 2.593)  0.214
H (-2.348, 1.135, 0.073)  0.208
H (-2.832, -0.267, 0.732)  0.200
H (-0.065, -0.459, 1.158)  0.223
H (-1.390, -0.617, -1.630)  0.211
H (1.144, -2.178, -0.701)  0.228
H (0.675, -1.613, -2.443)  0.215
H (-0.236, -2.766, -1.493)  0.215
H (-0.272, 1.713, -1.201)  0.223
H (3.563, 1.380, -1.084)  0.348
H (4.172, 0.174, 0.081)  0.373

---

three.
An isolated molecule of C6H13N3, computed with wB97M-V/def2-TZVPD.

## Properties
HOMO	-0.21460	Ha
molecular weight	127.2	g mol⁻¹
E_LUMO	0.982	eV
frontier orbital gap	6.8	eV

Last column: natural (NBO) charge in e.
CARTESIAN COORDINATES (ANGSTROEM)
C (-1.497, -1.917, 0.570)  -0.587
C (-0.625, -0.718, 0.441)  0.039
C (-1.564, 0.358, -0.133)  -0.419
C (-0.205, 0.795, 0.107)  0.042
C (0.048, 1.735, 1.250)  -0.606
C (0.968, 0.231, -0.610)  0.382
N (0.828, 0.049, -1.979)  -0.876
N (2.248, 0.634, -0.277)  -0.863
N (0.706, -0.985, 0.036)  -0.660
H (-0.963, -2.731, 1.071)  0.193
H (-2.395, -1.706, 1.161)  0.216
H (-1.805, -2.287, -0.415)  0.194
H (-2.357, 0.721, 0.517)  0.228
H (-1.907, 0.250, -1.159)  0.157
H (-0.863, 1.949, 1.819)  0.214
H (0.786, 1.334, 1.957)  0.201
H (0.427, 2.689, 0.870)  0.207
H (1.605, 0.046, -2.624)  0.386
H (-0.056, -0.260, -2.362)  0.387
H (2.495, 0.791, 0.693)  0.394
H (2.937, 0.893, -0.968)  0.385
H (1.189, -1.869, 0.037)  0.386

---

four.
A structure of composition C6H13N3, computed with wB97M-V/def2-TZVPD.

## Properties
HOMO	-0.29769	Ha
molecular weight	127.2	g mol⁻¹
E_LUMO	0.656	eV
frontier orbital gap	8.8	eV

Last column: natural (NBO) charge in e.
CARTESIAN COORDINATES (ANGSTROEM)
C (3.611, 0.330, -0.117)  0.133
C (-0.621, 1.588, 0.620)  -0.595
C (-0.632, 0.003, -1.625)  -0.588
C (-1.722, -0.532, 0.567)  -0.596
C (0.641, -0.736, 0.311)  0.036
C (-0.501, 0.162, -0.083)  -0.108
N (2.435, 0.910, -0.067)  -0.309
N (3.091, -0.923, -0.050)  -0.430
N (1.845, -0.320, -0.211)  -0.134
H (4.502, 0.837, -0.221)  0.211
H (-0.287, 1.520, 1.584)  0.223
H (-1.579, 2.046, 0.470)  0.208
H (0.129, 2.232, 0.090)  0.222
H (-1.493, 0.678, -1.950)  0.213
H (-0.765, -0.980, -1.954)  0.208
H (0.235, 0.246, -2.055)  0.210
H (-1.722, -1.657, 0.619)  0.194
H (-1.775, -0.348, 1.575)  0.213
H (-2.631, -0.145, 0.235)  0.207
H (0.993, -1.054, 2.151)  -0.120
H (0.326, -1.708, 0.207)  0.201
H (3.283, -1.862, -0.306)  0.401

---

The structure with the least stability is four.

---

one.
A cluster of 2 separate species, C2H8N3S in total, computed with wB97M-V/def2-TZVPD.

## Properties
HOMO	-0.50452	Ha
molecular weight	106.2	g mol⁻¹
E_LUMO	-3.940	eV
total charge	+1
frontier orbital gap	9.8	eV

Last column: natural (NBO) charge in e.
CARTESIAN COORDINATES (ANGSTROEM)
C (1.689, 0.565, -1.033)  -0.458
C (0.871, -0.401, -0.338)  0.225
N (-0.300, -2.352, 0.342)  -0.633
N (-0.137, -1.211, -0.402)  -0.305
N (-0.574, 1.252, 0.653)  -1.066
S (2.340, -0.132, 0.521)  0.361
H (2.133, 0.233, -1.897)  0.245
H (1.489, 1.621, -0.955)  0.271
H (-1.293, -2.606, 0.349)  0.405
H (0.246, -2.475, 1.178)  0.411
H (-0.622, -1.170, -1.214)  0.417
H (-0.845, 0.496, 1.328)  0.364
H (-1.463, 1.460, 0.092)  0.384
H (-0.379, 2.014, 1.204)  0.379

---

two.
The ion C2H8N3S with charge +1, computed with wB97M-V/def2-TZVPD.

## Properties
HOMO	-0.49098	Ha
molecular weight	106.2	g mol⁻¹
E_LUMO	-4.041	eV
total charge	+1
frontier orbital gap	9.3	eV

Last column: natural (NBO) charge in e.
CARTESIAN COORDINATES (ANGSTROEM)
N (2.432, -0.832, 0.182)  -0.946
S (1.588, 0.464, -0.635)  0.407
C (0.282, 0.799, 0.595)  -0.654
C (-0.965, 0.236, 0.006)  0.586
N (-2.050, 0.998, -0.260)  -0.705
N (-0.979, -1.048, -0.331)  -0.729
H (2.241, -1.530, -0.627)  0.387
H (3.390, -0.645, 0.287)  0.397
H (0.027, 1.874, 0.677)  0.251
H (0.483, 0.303, 1.594)  0.306
H (-1.901, 1.968, -0.306)  0.423
H (-2.696, 0.568, -0.890)  0.420
H (-0.114, -1.453, 0.064)  0.418
H (-1.736, -1.700, -0.357)  0.439

---

The structure with the least stability is one.